Computed, not measured: 2 unconnected molecules or ions with the total composition C14H16 in a non-equilibrium geometry, with the ωB97M-V functional and the def2-TZVPD basis.

Positions of all 30 atoms, in Å:
C (0.763, -2.386, -0.975)
C (1.278, -2.106, 0.415)
C (0.333, -1.941, 1.442)
C (0.707, -1.291, 2.604)
C (2.029, -0.924, 2.856)
C (2.958, -1.347, 1.918)
C (2.626, -1.839, 0.673)
H (-0.064, -1.709, -1.178)
H (0.556, -3.451, -1.049)
H (1.465, -2.166, -1.784)
H (-0.652, -2.382, 1.361)
H (-0.031, -1.274, 3.404)
H (2.315, -0.281, 3.670)
H (3.975, -1.296, 2.309)
H (3.368, -2.014, -0.086)
C (-2.894, 1.170, -2.525)
C (-2.112, 1.652, -1.349)
C (-1.473, 2.925, -1.450)
C (-0.283, 3.103, -0.786)
C (0.098, 2.213, 0.225)
C (-0.606, 1.056, 0.447)
C (-1.605, 0.711, -0.496)
H (-3.529, 0.300, -2.288)
H (-2.372, 0.763, -3.394)
H (-3.511, 1.976, -2.951)
H (-2.076, 3.713, -1.891)
H (0.145, 4.098, -0.898)
H (0.789, 2.505, 1.003)
H (-0.384, 0.575, 1.381)
H (-1.814, -0.353, -0.608)

Lowest unoccupied orbital energy   0.966 eV
Energy above the lowest of the compared OMol25 structures with the same formula, charge and spin   39.2 kcal/mol
Frontier orbital gap   9.747 eV
Total energy   -543.0105 Eh
Max |F|   0.0473 hartree/bohr
HOMO   -8.78 eV
Net charge   0